Formula: C25H17AsNO8PS5Tc
Source: the Open Molecules 2025 dataset
Level of theory: ωB97M-V with the def2-TZVPD basis set

Cartesian coordinates (Å):
1 C -1.866 2.343 0.567
2 C -2.149 1.447 -2.531
3 P -0.094 0.715 -0.810
4 S 5.366 0.574 0.894
5 H 2.287 3.951 -3.666
6 H -1.797 2.458 -2.374
7 C 2.214 2.916 -3.360
8 O -1.209 0.724 3.803
9 C -0.547 2.168 0.154
10 C -0.512 -1.546 3.503
11 H -1.416 -1.562 5.433
12 S -1.234 -2.243 -1.302
13 H -4.496 -0.243 -4.301
14 O -1.503 -2.078 0.159
15 C 0.297 -3.535 2.653
16 C 2.015 0.256 -2.573
17 C -0.919 -2.139 4.666
18 H 3.790 2.253 -4.654
19 H -1.451 4.998 2.621
20 H -2.645 1.679 0.214
21 H 1.944 -0.781 -2.278
22 H 0.620 3.298 -1.989
23 O -1.084 -4.075 5.959
24 S 3.401 0.751 0.412
25 H 0.108 -5.289 3.829
26 C -3.211 1.219 -3.396
27 C -0.720 -0.117 3.112
28 C -2.188 3.363 1.448
29 C -2.021 -0.898 -2.113
30 H 1.480 2.877 0.354
31 O -1.636 -3.469 -1.882
32 C -0.685 -3.513 4.818
33 As 6.168 -1.143 -0.454
34 C -0.074 -4.222 3.784
35 C -3.072 -1.141 -2.979
36 S 2.579 -0.898 1.189
37 C 0.931 -4.118 1.419
38 C 3.057 1.961 -3.913
39 C 1.270 2.545 -2.415
40 Tc 0.423 -1.291 0.665
41 H -3.214 3.491 1.765
42 C -1.539 0.385 -1.870
43 C -1.197 4.204 1.930
44 H -3.399 -2.158 -3.149
45 C 2.953 0.634 -3.523
46 H -0.896 -5.021 5.977
47 C -3.674 -0.069 -3.620
48 O 0.237 -1.895 -1.383
49 S 4.573 -2.038 -1.275
50 O -0.269 0.080 1.873
51 C 0.448 3.008 0.653
52 O 1.110 -3.181 0.519
53 C 0.120 4.026 1.533
54 H 3.601 -0.115 -3.958
55 N 0.104 -2.224 2.537
56 O 1.230 -5.274 1.321
57 H -3.673 2.058 -3.899
58 H 0.896 4.678 1.913
59 C 1.171 1.213 -2.010

- Charge: +1
- Orbital gap: 0.2090 hartree
- Relative energy (zero: lowest compared OMol25 entry of this formula, charge and spin): 19.8 kJ/mol

Mulliken atomic charge list, values in e, 8 entries: -0.664, -0.211, 2.187, -0.217, 0.459, 0.419, -0.863, -0.601

Formula: C25H17Cl3O2S3SiW
Source: the Open Molecules 2025 dataset
Level of theory: ωB97M-V with the def2-TZVPD basis set

Cartesian coordinates (Å):
1 H 6.522 0.870 -0.854
2 H 4.302 3.793 -3.040
3 H -1.621 0.136 -4.093
4 O 0.631 2.568 -0.760
5 C 0.772 7.546 -2.423
6 C 3.298 1.838 -0.457
7 C -0.272 1.626 -3.307
8 H -1.163 4.490 -1.085
9 H 1.319 8.404 -2.783
10 H 2.413 6.218 -2.726
11 C -0.829 0.842 1.230
12 C 1.069 2.112 -3.275
13 C 1.391 6.312 -2.393
14 C 2.034 1.397 -3.997
15 C 1.062 -2.722 -1.915
16 C 3.212 2.796 -1.493
17 C -0.618 5.340 -1.474
18 C 1.703 0.256 -4.723
19 S -1.476 1.477 2.547
20 C 0.405 -0.238 -4.705
21 C 5.599 1.399 -1.034
22 H 4.547 -3.783 -3.147
23 C 2.582 -4.436 -2.574
24 H -1.084 2.288 -2.987
25 Cl 4.488 -0.925 -2.833
26 H 4.572 0.472 0.599
27 Cl 2.922 -6.085 -2.813
28 O 1.721 -0.454 -1.813
29 H 0.152 -1.119 -5.276
30 C -0.540 7.682 -1.993
31 C 3.570 -3.478 -2.803
32 H 2.459 -0.240 -5.314
33 C 2.049 -1.742 -2.108
34 C 4.493 1.159 -0.230
35 C 4.347 3.043 -2.263
36 S -1.593 0.800 -0.412
37 C 0.704 5.188 -1.925
38 W 0.714 0.811 -1.100
39 H -1.020 8.646 -2.033
40 Cl -0.452 -2.086 -1.351
41 H 2.531 1.821 0.343
42 C 3.305 -2.138 -2.578
43 H 6.396 2.576 -2.635
44 H 3.049 1.771 -4.039
45 C -1.229 6.577 -1.513
46 Si 1.467 3.486 -1.873
47 C 1.306 -4.059 -2.135
48 S 0.756 -0.045 1.141
49 C -0.587 0.449 -4.010
50 C 5.529 2.354 -2.034
51 H -2.242 6.684 -1.159
52 H 0.545 -4.808 -1.976

- Charge: +2
- Orbital gap (alpha / beta): 0.1814 / 0.1814 hartree

Mulliken atomic charge list, values in e, 8 entries: 0.444, 0.446, 0.513, -0.072, -0.691, -0.287, -0.100, 0.337

Formula: C25H17F4HfN3O6S
Source: the Open Molecules 2025 dataset
Level of theory: ωB97M-V with the def2-TZVPD basis set

Cartesian coordinates (Å):
1 S -2.261 0.039 -3.233
2 H -3.307 0.410 5.054
3 C -1.479 2.743 0.770
4 C 4.643 -0.455 -3.650
5 C -1.786 1.545 2.862
6 C 4.316 -0.475 -2.331
7 C -1.638 3.914 1.446
8 H 3.144 -0.657 -7.982
9 C -1.794 -0.974 5.679
10 O -1.050 -2.378 -0.291
11 C -2.132 2.804 5.031
12 H -1.949 4.901 3.319
13 H 4.949 -0.444 -6.312
14 H -1.974 -0.863 6.747
15 C 2.919 -0.674 -6.924
16 H 0.790 -0.905 -7.219
17 H -1.290 2.723 -0.295
18 C 3.626 -0.582 -4.620
19 C -1.599 1.530 5.662
20 C 2.288 -0.734 -4.186
21 C -1.355 0.287 0.761
22 O 1.310 -0.824 -0.322
23 O -2.564 -1.102 -2.322
24 C 2.592 -0.662 -0.511
25 C 1.270 -0.845 -5.161
26 F -0.396 -4.726 -2.555
27 O -1.125 0.348 -0.482
28 C -1.854 3.944 2.823
29 C 1.583 -0.816 -6.489
30 F 1.022 -3.356 -1.859
31 O 3.433 -0.534 0.341
32 H -1.802 -1.740 3.401
33 C -1.551 1.537 1.481
34 H -1.837 1.501 6.725
35 H -2.359 -1.842 5.346
36 H 5.035 -0.380 -1.530
37 N -1.863 0.332 3.547
38 C 3.917 -0.558 -6.005
39 H -0.511 1.480 5.562
40 C -1.717 -0.806 2.867
41 C -1.929 2.774 3.539
42 C -1.464 -0.897 1.523
43 H 5.671 -0.341 -3.975
44 N 1.982 -0.763 -2.844
45 H -3.198 2.903 5.257
46 H 0.247 -0.956 -4.850
47 Hf -0.167 -1.217 -1.699
48 C -2.218 0.314 4.992
49 F -0.458 -2.355 -3.371
50 C -1.348 -2.301 0.972
51 H -0.731 -1.166 5.527
52 F -1.573 5.082 0.789
53 H -1.638 3.681 5.448
54 N -0.840 0.452 -3.184
55 C 0.596 -4.037 -2.994
56 C 2.968 -0.634 -1.980
57 O -1.542 -3.245 1.704

- Orbital gap: 0.3143 hartree
- Relative energy (zero: lowest compared OMol25 entry of this formula, charge and spin): 36.1 kJ/mol

Mulliken atomic charge list, values in e, 8 entries: 0.331, 0.136, -0.982, -0.621, -0.951, -0.963, 0.040, 0.390

Formula: C25H17InN6O2
Source: the Open Molecules 2025 dataset
Level of theory: ωB97M-V with the def2-TZVPD basis set

Cartesian coordinates (Å):
1 H -2.725 2.845 -0.500
2 N -1.084 7.301 -1.257
3 C -1.954 5.207 -0.438
4 C -4.969 -1.327 0.724
5 H -3.041 7.070 -0.783
6 C -2.109 6.556 -0.857
7 In -0.285 -1.422 1.618
8 C 1.089 -4.326 -0.861
9 H 1.561 3.209 0.031
10 H 1.288 -7.709 -0.627
11 C 1.871 0.712 1.229
12 O 0.392 -2.036 -0.411
13 O 0.024 -3.556 1.124
14 C -1.801 2.494 -0.138
15 C 0.115 6.728 -1.346
16 C 2.625 -5.186 -2.548
17 C -4.157 0.729 0.311
18 H 1.396 5.102 -0.902
19 H -2.797 4.675 0.024
20 N -5.169 -0.067 0.333
21 C 0.483 -3.204 -0.060
22 N -2.622 -0.998 1.093
23 H 2.101 -3.101 -2.266
24 H 0.194 -5.693 0.514
25 C 4.208 -0.512 2.047
26 H 0.855 7.399 -1.785
27 H -4.287 1.754 -0.014
28 C 0.886 -5.603 -0.354
29 H 3.229 2.380 1.064
30 H -5.810 -1.992 0.732
31 C 1.539 -6.641 -0.967
32 C 3.096 1.426 1.424
33 H 5.104 -1.076 2.043
34 C -0.619 3.239 -0.218
35 N 4.227 0.835 1.861
36 H -3.472 -2.895 1.277
37 C 0.602 2.678 0.177
38 C 3.005 -1.151 2.167
39 C -3.665 -1.815 0.994
40 H 3.042 -7.268 -2.348
41 C 2.537 -6.419 -1.954
42 C -1.736 1.183 0.462
43 C 0.382 5.438 -0.913
44 C 0.649 1.358 0.702
45 C -0.713 4.644 -0.536
46 H 2.970 -2.218 2.310
47 C -2.861 0.304 0.631
48 C 1.943 -4.127 -1.968
49 H 3.183 -5.018 -3.474
50 N 1.842 -0.548 1.887
51 N -0.561 0.641 0.748

- Charge: +2
- Orbital gap: 0.2016 hartree
- Relative energy (zero: lowest compared OMol25 entry of this formula, charge and spin): 32.8 kJ/mol

Mulliken atomic charge list, values in e, 8 entries: 0.867, -0.517, -0.555, -0.434, 0.414, -0.552, 1.603, 0.349

Formula: C25H17NO3
Source: the Open Molecules 2025 dataset
Level of theory: ωB97M-V with the def2-TZVPD basis set

Cartesian coordinates (Å):
1 C -1.623 -5.283 5.345
2 C 2.427 -4.194 0.278
3 C 0.079 -4.830 3.210
4 H -2.821 -6.399 3.944
5 C 4.110 -1.543 6.343
6 C 3.213 -3.163 2.369
7 O -3.735 -0.268 -0.414
8 C 0.290 -4.182 4.449
9 C -0.629 0.370 3.070
10 C -1.913 -1.285 1.221
11 C -0.972 -1.818 2.095
12 H 3.230 -3.928 8.610
13 C -0.502 -4.457 5.547
14 H 1.749 -4.606 6.760
15 C -2.230 0.062 1.262
16 O 0.573 -1.602 3.894
17 C 2.377 -3.718 6.641
18 N -3.223 0.567 0.369
19 H 3.990 -2.649 2.939
20 H 3.226 -1.316 4.395
21 H -2.277 -5.495 6.200
22 H -2.396 -1.944 0.504
23 C 3.388 -3.456 0.997
24 H -0.752 -2.887 2.029
25 H 4.774 -0.696 6.209
26 H 4.766 -1.980 8.358
27 C 1.308 -4.705 0.925
28 H -1.259 -5.991 1.998
29 C 1.145 -4.434 2.276
30 C 2.340 -2.939 5.465
31 H -0.135 1.040 3.775
32 H -1.840 1.938 2.195
33 C 3.248 -3.354 7.680
34 O -3.566 1.760 0.361
35 H -0.259 -4.049 6.530
36 C -1.908 -5.829 4.076
37 C 4.110 -2.262 7.539
38 C -0.278 -1.045 3.083
39 C 3.240 -1.889 5.317
40 C 2.027 -3.561 2.957
41 C 1.412 -3.197 4.292
42 H 2.568 -4.343 -0.788
43 H 4.297 -3.095 0.496
44 C -1.051 -5.612 2.997
45 H 0.544 -5.262 0.408
46 C -1.570 0.885 2.194

- Orbital gap: 0.2549 hartree

Mulliken atomic charge list, values in e, 8 entries: -0.862, -0.826, 0.266, 0.399, -0.987, -0.489, -0.611, -0.416

Formula: C25H18BrF3MnN2O6S3
Source: the Open Molecules 2025 dataset
Level of theory: ωB97M-V with the def2-TZVPD basis set

Cartesian coordinates (Å):
1 S 2.336 -1.140 0.421
2 H -1.818 -3.204 -3.248
3 C -2.949 -4.092 -1.662
4 H 4.865 2.685 -1.540
5 C -4.538 4.450 -2.165
6 C 2.726 0.365 -0.328
7 Br -1.510 2.690 8.113
8 C -0.934 2.381 6.323
9 C 3.945 0.963 -0.685
10 O -0.858 -1.656 0.825
11 S -0.095 -1.283 -1.955
12 C -4.067 3.247 -0.120
13 S -2.750 0.846 -0.014
14 H -4.354 6.154 -3.470
15 C -3.460 2.243 -0.850
16 H -5.905 5.332 -3.577
17 H 0.112 4.249 6.208
18 F 5.272 -0.733 0.323
19 N -1.512 -2.440 -0.038
20 H -2.901 1.532 -2.789
21 N 1.589 1.038 -0.588
22 F 5.778 -0.134 -1.687
23 O -3.278 -0.342 -0.646
24 C -5.117 5.636 -2.886
25 H -5.545 6.351 -2.184
26 H 2.706 3.876 -1.924
27 H -3.920 -4.736 0.177
28 C -1.305 1.208 5.688
29 C 0.246 3.108 4.386
30 C -3.384 2.327 -2.234
31 H 0.580 2.690 -1.224
32 H -4.102 3.162 0.957
33 C -0.161 3.340 5.691
34 H -1.159 0.091 3.853
35 C -3.919 3.424 -2.881
36 O 0.186 0.509 1.906
37 C -2.009 -3.247 -2.185
38 C -0.880 0.989 4.386
39 H -3.855 3.494 -3.961
40 F 6.198 1.182 -0.035
41 H 0.836 3.838 3.847
42 O -3.013 1.010 1.392
43 C 2.731 2.887 -1.492
44 O -1.294 1.048 -0.356
45 C -0.102 1.934 3.731
46 Mn 0.173 -0.195 0.097
47 H -2.533 -3.148 1.569
48 H -3.518 -4.739 -2.315
49 C 5.278 0.308 -0.507
50 C -2.442 -3.254 0.500
51 O 0.801 2.669 1.669
52 C -4.604 4.346 -0.782
53 C 1.561 2.247 -1.121
54 C 3.925 2.220 -1.269
55 H -5.076 5.137 -0.211
56 C -1.262 -2.380 -1.366
57 C 0.338 1.721 2.297
58 C -3.178 -4.100 -0.280
59 H -1.921 0.483 6.200

- Charge: -1
- Orbital gap (alpha / beta): 0.2835 / 0.2826 hartree
- Relative energy (zero: lowest compared OMol25 entry of this formula, charge and spin): 0.0 kJ/mol
- Multiplicity: 3

Mulliken atomic charge list, values in e, 8 entries: -0.517, 0.395, -0.088, 0.401, 1.059, 0.630, -0.247, 0.180